This record from OMol25 describes a structure of composition C20H35BrCoO3S. The level of theory is the ωB97M-V functional and the def2-TZVPD basis.

Last column: Mulliken spin population.
Geometry (Å):
Co: -2.09052 1.59679 0.35689  2.686
C: 2.82829 -4.34810 -0.71841  0.001
C: 2.28286 -3.75998 0.59051  0.000
C: 1.43761 -4.82716 1.28662  0.000
C: 3.45149 -3.39266 1.51559  0.001
C: 1.46846 -2.50147 0.28253  0.012
C: 0.13002 -2.36609 0.62025  -0.019
C: -0.50794 -1.18170 0.32285  0.012
Br: -2.33356 -0.97696 0.87402  0.049
C: 0.08169 -0.08345 -0.31280  -0.063
O: -0.63444 1.01390 -0.55454  0.161
C: 1.43637 -0.21824 -0.66549  -0.003
C: 2.07106 -1.41676 -0.34815  -0.005
C: 2.27943 0.86131 -1.37228  0.007
C: 2.82241 0.28010 -2.68887  0.001
C: 3.45229 1.24885 -0.45778  0.001
C: 1.52106 2.14565 -1.72206  -0.004
H: 3.34814 -5.29027 -0.52510  0.000
H: 3.53301 -3.66712 -1.20008  0.000
H: 2.01335 -4.54048 -1.41970  0.000
H: 2.04965 -5.71136 1.47412  0.000
H: 0.58865 -5.13195 0.66961  0.000
H: 1.05952 -4.47101 2.24793  0.000
H: 4.04531 -4.28114 1.74800  0.000
H: 3.07815 -2.97323 2.45270  0.000
H: 4.11251 -2.65506 1.05650  0.000
H: -0.42346 -3.16012 1.10205  -0.005
H: 3.11718 -1.51202 -0.61547  0.000
H: 3.45659 -0.59185 -2.52244  0.000
H: 3.41669 1.03397 -3.21193  0.000
H: 1.99814 -0.02277 -3.33861  0.000
H: 4.11583 0.40423 -0.26428  0.000
H: 3.08370 1.61550 0.50313  0.000
H: 4.04328 2.04203 -0.92375  0.000
H: 0.65938 1.94719 -2.35799  -0.002
H: 2.20344 2.80986 -2.25933  0.000
H: 1.16918 2.66588 -0.83150  0.001
C: -3.52633 0.34363 -4.51450  0.001
S: -2.79167 0.49231 -2.88070  0.009
C: -4.38910 0.61555 -2.03829  0.003
O: -2.22873 -0.84619 -2.56923  0.002
H: -4.25682 -0.46500 -4.49551  0.000
H: -2.71591 0.10364 -5.20029  0.000
H: -3.98819 1.29006 -4.79921  0.000
H: -4.99074 1.38629 -2.52011  0.000
H: -4.23162 0.88422 -0.99511  -0.003
H: -4.86943 -0.36107 -2.09506  0.000
C: -3.44581 4.16778 3.27106  0.002
C: -2.45231 3.14534 2.73968  -0.002
C: -1.08090 3.80176 2.53853  0.000
C: -2.31708 1.98305 3.72514  0.001
O: -2.94198 2.66566 1.50088  0.148
H: -3.10062 4.57945 4.22193  0.000
H: -4.42127 3.70163 3.42143  -0.001
H: -3.55917 4.98268 2.55412  0.001
H: -0.60191 4.01345 3.49609  0.001
H: -1.18136 4.73401 1.97924  0.000
H: -0.42541 3.13095 1.97336  0.004
H: -1.98481 2.33265 4.70462  0.000
H: -1.58633 1.25849 3.35197  0.005
H: -3.27733 1.47535 3.83721  0.000

Its charge is 0. The calculation puts the frontier orbital gap (alpha / beta) at 8.24 / 7.57 eV. For the LUMO energy (alpha / beta), the calculation gives 0.4 / -0.4 eV. As for the multiplicity: 4. The calculation puts the largest force on an atom at 0.60 eV/Å. Its molecular weight is 494.4 u. Its HOMO energy (alpha / beta) is -7.9 / -8.0 eV.